ORCA calculation (wB97M-V/def2-TZVPD) on C32H40Br2N3OPRu as an isolated structure in a non-equilibrium geometry.

Geometry as XYZ:
```
80
Properties=species:S:1:pos:R:3:forces:R:3
Ru 1.294 -0.045 -1.057 -0.1 0.2 0.0
C 3.110 -2.675 0.365 0.4 0.0 0.4
C 1.848 -3.056 -0.317 -0.1 -0.5 0.1
C 1.342 -4.332 -0.105 -0.8 -1.4 0.2
C 0.189 -4.757 -0.750 0.6 -0.6 -0.1
C -0.400 -3.982 -1.786 0.7 0.2 1.3
C -1.491 -4.326 -2.626 0.7 -0.8 1.2
Br -2.338 -5.971 -2.219 -0.2 0.1 -0.4
C -1.858 -3.485 -3.602 -0.2 0.8 -0.3
C -1.256 -2.204 -3.712 -0.5 -1.0 -0.4
Br -1.816 -1.160 -5.135 -0.2 0.6 -0.5
C -0.277 -1.780 -2.871 0.6 1.2 0.2
O 0.298 -0.593 -2.901 -0.7 -0.6 0.0
C 0.182 -2.710 -1.900 -0.1 0.1 -0.3
N 1.230 -2.258 -1.153 0.1 0.3 0.0
H 3.938 -3.172 -0.144 0.1 0.0 -0.1
H 3.132 -3.044 1.407 -0.1 0.4 -0.4
H 3.314 -1.608 0.313 -0.1 0.1 0.1
H 1.853 -5.024 0.582 -0.3 0.5 -0.3
H -0.177 -5.763 -0.524 0.0 0.4 -0.2
H -2.649 -3.729 -4.281 -0.3 -0.2 -0.2
C 1.051 -0.867 2.847 0.8 1.7 -1.0
C 2.194 0.159 2.594 -1.6 0.2 0.0
C 2.468 0.916 3.882 -0.1 0.4 -0.7
P 1.833 1.142 1.112 1.0 2.0 0.0
C 3.242 2.459 1.163 -0.3 -0.4 0.1
C 3.073 3.507 0.056 0.0 0.0 0.5
C 4.566 1.704 0.999 -0.9 -0.1 -0.9
C 0.316 2.094 1.544 0.3 0.2 -0.2
C 0.208 3.206 2.367 -1.3 -0.4 -0.3
C -1.081 3.770 2.661 1.0 -0.8 0.2
C -1.171 4.948 3.585 0.3 0.8 -0.6
C -2.240 3.149 2.140 0.7 0.8 -0.3
C -2.116 2.125 1.230 -1.3 0.1 0.1
C -0.856 1.597 0.895 -0.1 -0.7 -0.6
N -0.738 0.646 -0.051 0.5 0.0 0.4
C -1.865 0.027 -0.658 0.5 -0.1 0.7
C -2.239 -1.241 -0.234 -1.4 -1.7 0.8
C -1.661 -1.903 1.027 -0.9 -0.6 -1.7
C -3.329 -1.891 -0.858 0.5 0.9 -0.8
C -3.990 -1.250 -1.924 -0.1 -0.7 0.5
C -5.064 -1.892 -2.759 0.2 0.0 0.7
C -3.595 0.015 -2.277 0.2 1.0 -1.2
C -2.504 0.654 -1.692 -1.1 0.7 -1.1
C -2.074 2.001 -2.192 0.7 0.3 0.3
H 1.444 -1.477 3.602 0.0 -1.2 1.3
H 0.848 -1.438 1.959 -0.2 -0.3 -0.3
H 0.155 -0.322 3.152 0.0 -0.3 0.1
H 3.093 -0.344 2.296 0.6 -0.6 0.0
H 1.599 1.364 4.371 0.0 0.0 -0.3
H 3.254 1.645 3.756 0.2 0.3 0.1
H 2.842 0.155 4.506 0.5 -0.7 1.3
H 3.186 2.931 2.159 0.0 -0.1 -0.4
H 3.241 3.040 -0.914 -0.4 0.0 -0.1
H 3.832 4.294 0.111 -0.1 -0.1 0.3
H 2.090 3.983 0.159 0.2 -0.1 -0.5
H 4.497 1.127 0.063 0.3 0.1 0.2
H 4.779 1.034 1.789 0.0 -0.9 0.9
H 5.434 2.325 0.963 0.4 0.8 -0.3
H 1.077 3.662 2.809 0.2 0.0 0.1
H -1.811 5.735 3.139 0.4 -0.3 0.2
H -0.179 5.370 3.813 -0.3 -0.1 -0.3
H -1.592 4.709 4.543 -0.4 -0.4 0.4
H -3.186 3.643 2.355 0.0 -0.4 0.0
H -2.990 1.710 0.702 0.4 0.3 0.5
H -0.687 -2.300 0.856 1.0 -0.1 -0.2
H -2.247 -2.796 1.314 -0.1 0.7 0.0
H -1.622 -1.170 1.783 0.0 0.6 1.2
H -3.617 -2.914 -0.604 0.1 0.4 0.2
H -4.601 -2.471 -3.529 0.4 -0.5 -0.6
H -5.635 -1.121 -3.257 -0.4 0.0 0.0
H -5.679 -2.586 -2.190 -0.2 0.2 0.0
H -4.085 0.499 -3.162 0.5 -0.4 1.0
H -0.988 2.062 -2.203 0.3 -0.1 -0.2
H -2.354 2.818 -1.534 -0.3 0.1 0.3
H -2.417 2.278 -3.181 -0.3 -0.4 -0.2
N 2.084 1.181 -2.906 0.0 1.2 0.2
H 1.420 0.737 -3.525 -0.1 -0.2 -0.3
H 3.009 1.041 -3.273 0.4 -0.1 -0.1
H 1.909 2.193 -2.964 0.1 -0.5 0.2
```
Positions in Å, forces in eV/Å.

Summary:
E = -7066.93814 hartree
Strongest force on any atom = 2.36 eV Å⁻¹
Charge = +1
<S²> = 8.807
LUMO level (alpha / beta) = -2.464 / -4.793 eV
Multiplicity = 6